A structure of composition C41H58AlN3O24. Source: the OMol25 dataset; level of theory: ωB97M-V with the def2-TZVPD basis set.

Values from the calculation:
- strongest force on any atom (eV/A) = 5.27
- orbital gap (eV) = 4.56
- charge = 0
- molecular weight (g mol⁻¹) = 1003.9

Geometry (Å):
Al -0.429 0.566 -0.761
C 0.947 -2.004 3.337
C 0.588 -1.168 2.111
O 1.215 -1.422 1.026
O -0.327 -0.272 2.108
H 1.988 -1.775 3.565
H 0.803 -3.063 3.123
H 0.303 -1.667 4.150
C -4.627 0.681 -3.965
C -3.270 0.653 -3.192
O -2.554 -0.331 -3.298
O -2.853 1.672 -2.542
H -5.389 0.034 -3.529
H -4.472 0.371 -4.998
H -5.023 1.693 -4.050
C -2.693 3.412 1.020
O -1.416 2.851 1.081
H -3.133 3.533 0.030
H -3.410 2.775 1.537
H -2.812 4.381 1.503
C 1.241 5.356 -2.730
C 1.264 3.912 -2.178
C 1.857 3.840 -0.729
O 1.862 2.446 -0.328
C 2.635 2.257 0.839
N -0.072 3.441 -2.188
H 0.725 5.435 -3.687
H 2.219 5.763 -2.986
H 0.728 6.105 -2.126
H 1.944 3.337 -2.807
H 1.387 4.503 -0.003
H 2.895 4.169 -0.769
H 2.223 2.779 1.702
H 3.645 2.628 0.664
H 2.647 1.223 1.181
H -0.700 3.947 -1.580
H -0.382 3.740 -3.102
C 4.702 -0.643 -2.341
C 3.202 -0.076 -2.205
C 2.502 0.411 -3.474
O 1.148 0.861 -3.298
C 0.696 1.477 -4.552
N 2.190 -1.110 -1.816
H 4.726 -1.548 -2.947
H 5.015 -1.015 -1.366
H 5.406 0.040 -2.816
H 3.209 0.768 -1.516
H 2.487 -0.443 -4.152
H 3.146 1.172 -3.915
H 0.427 0.711 -5.280
H 1.394 2.203 -4.968
H -0.156 2.097 -4.274
H 2.171 -1.712 -2.627
H 2.597 -1.732 -1.133
C -2.514 -4.322 -1.113
C -2.431 -2.818 -1.148
C -2.923 -2.293 0.212
O -2.881 -0.907 0.283
C -3.798 -0.429 1.290
N -1.063 -2.361 -1.434
H -3.573 -4.583 -1.090
H -1.870 -4.757 -0.348
H -2.058 -4.840 -1.956
H -3.169 -2.389 -1.826
H -2.300 -2.808 0.944
H -3.911 -2.668 0.479
H -3.751 -0.919 2.263
H -4.799 -0.453 0.858
H -3.483 0.593 1.502
H -0.403 -3.022 -1.049
H -1.103 -2.573 -2.420
C -0.723 5.067 4.333
C 0.360 5.042 3.543
C 1.682 5.492 3.955
O 2.807 5.438 3.355
C 1.694 6.272 5.232
C 0.626 6.276 6.060
C -0.674 5.679 5.720
O -1.694 5.575 6.387
O 0.703 6.891 7.264
O 0.333 4.581 2.254
H -1.576 4.637 3.829
H 2.636 6.692 5.552
H 0.033 6.499 7.828
H -0.442 4.020 2.183
C -3.216 -4.057 -6.199
C -2.582 -3.322 -5.276
C -1.172 -2.921 -5.361
O -0.500 -2.322 -4.492
C -0.600 -3.340 -6.609
C -1.212 -4.092 -7.570
C -2.604 -4.640 -7.363
O -3.311 -5.268 -8.130
O -0.592 -4.409 -8.710
O -3.261 -2.824 -4.226
H -4.264 -4.230 -6.005
H 0.426 -3.061 -6.797
H -1.215 -4.857 -9.286
H -2.839 -2.005 -3.957
C 1.243 1.979 6.639
C 0.545 2.106 7.801
C -0.921 1.839 7.947
O -1.621 2.005 8.933
C -1.464 1.243 6.696
C -0.757 1.144 5.590
C 0.665 1.571 5.382
O 1.288 1.638 4.341
O -1.419 0.500 4.568
O 1.172 2.416 8.968
H 2.311 2.037 6.786
H -2.498 0.942 6.782
H -0.906 0.317 3.778
H 0.541 2.272 9.677
C 3.814 -5.675 0.871
C 2.872 -4.723 0.723
C 1.476 -4.908 0.285
O 0.571 -4.076 0.199
C 1.257 -6.359 0.114
C 2.137 -7.351 0.326
C 3.491 -7.110 0.796
O 4.326 -8.014 0.860
O 1.775 -8.631 0.233
O 3.093 -3.457 1.160
H 4.803 -5.461 1.248
H 0.278 -6.637 -0.248
H 2.460 -9.155 0.654
H 2.259 -2.981 1.185

Here are the Löwdin charges for atoms 1 to 6, given in e: Al 1.389; C 0.028; C -0.629; O -0.100; O -0.066; H 0.094